No. 1
15
Properties=species:S:1:pos:R:3 method="wB97M-V/def2-TZVPD" homo_lumo_gap_ev=11.145 e_lumo_ha=0.027 e_tot_ha=-345.7978 homo_ev=-10.4
C 1.19 -0.22 -1.04
C 0.10 0.16 -0.03
C -0.48 1.55 -0.21
C -0.92 -0.95 0.30
C -0.12 -1.07 1.58
O -0.09 -1.79 2.54
O 0.68 -0.01 1.32
H 1.28 -1.31 -1.13
H 1.00 0.19 -2.03
H 2.14 0.17 -0.68
H -1.06 1.82 0.68
H 0.31 2.30 -0.35
H -1.14 1.57 -1.08
H -1.94 -0.58 0.48
H -0.95 -1.83 -0.35

=====

No. 2
17
Properties=species:S:1:pos:R:3 method="wB97M-V/def2-TZVPD" homo_lumo_gap_ev=10.257 e_lumo_ha=0.030 e_tot_ha=-346.9394 homo_ev=-9.4
O -1.47 -0.97 1.41
C -1.19 0.42 1.47
C 0.17 0.65 0.83
C 0.18 0.15 -0.60
C 1.43 0.36 -1.47
O 1.46 -1.02 -1.85
C 0.45 -1.34 -0.87
H -2.42 -1.09 1.30
H -1.20 0.77 2.51
H -1.95 0.99 0.92
H 0.94 0.12 1.42
H 0.41 1.72 0.88
H -0.72 0.49 -1.12
H 2.33 0.65 -0.91
H 1.32 1.02 -2.34
H -0.37 -1.93 -1.29
H 0.87 -1.87 -0.01

=====

No. 3
22
Properties=species:S:1:pos:R:3 method="wB97M-V/def2-TZVPD" homo_lumo_gap_ev="3.605 / 8.760" e_lumo_ha="0.022 / 0.017" e_tot_ha=-437.3317 spin_multiplicity=2 s_squared=0.753 homo_ev="-3.0 / -8.3"
C 0.77 1.41 1.19
C -0.12 0.20 1.50
N -1.43 0.17 0.83
C -1.41 -0.06 -0.53
N -2.27 0.76 -1.29
N -0.56 -0.95 -1.15
H 1.33 1.19 0.27
H 1.35 1.71 2.05
H 0.17 2.26 0.85
H 0.39 -0.73 1.32
H -0.40 0.19 2.55
H -2.25 0.58 1.24
H -2.57 1.55 -0.75
H -2.62 0.66 -2.21
H -0.41 -1.02 -2.13
H 0.22 -1.28 -0.60
H 2.37 -0.44 -2.33
H 1.47 0.58 -2.95
O 1.52 0.00 -2.18
H 3.23 -1.47 1.70
H 2.15 -1.30 2.70
O 2.26 -1.48 1.75